Density functional theory data (ωB97M-V/def2-TZVPD) for a molecular structure, C34H41BF4LaN8O5Sb.

Properties
E_HOMO: -7.3 eV
Total charge: 0
Total energy: -77034.616 eV
Energy relative to the best compared isomer or geometry (same formula, charge and spin): 6.34 kJ/mol

```
95
Properties=species:S:1:pos:R:3:forces:R:3:lowdin_charge:R:1
La -0.47662 0.22723 0.31366 -1.2 -0.5 -0.7 2.115
C 1.70691 -2.27745 2.43327 0.2 0.1 0.3 -0.019
C 2.53304 -1.04504 2.19727 -0.2 -0.2 -0.4 -0.287
C 3.88856 -1.15163 2.49804 0.1 0.7 -0.2 -0.019
C 4.69512 -0.05063 2.34011 -0.4 0.5 0.0 -0.048
C 4.09951 1.14913 1.92624 0.4 0.0 0.2 -0.148
C 2.75233 1.18292 1.58911 0.4 -0.2 0.1 -0.457
N 1.99178 0.07483 1.68296 -0.1 -0.1 0.2 0.006
Sb 2.07347 3.19377 1.07663 -0.3 -0.2 0.2 1.552
C 0.21986 3.21310 2.18302 0.6 0.7 0.3 -0.457
C 0.29311 4.21678 3.14330 -0.3 -0.2 0.4 -0.145
C -0.74284 4.34955 4.06610 0.4 0.2 -0.2 -0.048
C -1.82272 3.52413 3.94940 -0.1 0.0 0.0 -0.010
C -1.86060 2.57967 2.91912 -0.3 0.1 0.0 -0.294
C -3.14833 1.83102 2.77109 -0.1 0.0 -0.3 -0.021
N -0.83118 2.40334 2.07044 -0.4 -0.3 0.0 0.004
C 1.53186 2.99815 -1.01469 0.7 0.3 -0.1 -0.477
C 2.66827 3.10323 -1.80949 0.7 -0.4 -0.4 -0.159
C 2.54553 3.05395 -3.19428 -0.7 0.0 0.5 -0.048
C 1.26912 2.95572 -3.72732 0.1 0.3 0.2 -0.014
C 0.16662 2.93389 -2.87782 0.0 -0.1 0.1 -0.296
C -1.22142 2.82992 -3.42869 0.0 0.0 -0.2 -0.012
N 0.31462 2.95942 -1.53643 -0.1 -0.2 0.0 0.046
H 1.91724 -3.02211 1.65262 -0.2 0.2 0.2 0.094
H 0.65992 -2.02570 2.50552 -0.1 -0.2 -0.2 0.032
H 2.00578 -2.69531 3.40608 -0.1 0.0 -0.3 0.105
H 4.26478 -2.08086 2.87627 0.2 -0.3 0.1 0.116
H 5.74305 -0.06053 2.59908 0.1 -0.1 0.0 0.109
H 4.70620 2.05417 1.93246 -0.2 -0.1 -0.2 0.082
H 1.15017 4.86151 3.25716 0.2 0.0 -0.3 0.069
H -0.69002 5.09917 4.84586 0.0 0.0 0.0 0.113
H -2.65658 3.61863 4.63803 0.1 -0.2 -0.2 0.124
H -3.64057 1.81047 3.74428 -0.1 -0.1 -0.2 0.087
H -3.00118 0.81546 2.42623 0.0 -0.1 0.0 0.058
H -3.79643 2.34844 2.03781 0.3 -0.2 0.3 0.092
H 3.67161 3.15416 -1.36680 -0.4 0.0 -0.1 0.092
H 3.40351 3.08541 -3.83321 0.4 0.0 -0.2 0.108
H 1.09754 2.94830 -4.79143 0.1 -0.1 -0.1 0.119
H -1.21926 2.96287 -4.51688 0.0 -0.1 0.3 0.090
H -1.85940 3.58494 -2.97209 -0.1 0.0 0.0 0.076
H -1.61827 1.83959 -3.18153 -0.1 0.2 0.0 0.073
O -0.51755 -0.65646 -4.21499 -0.4 0.1 -0.4 0.053
C -0.15412 -0.28671 -3.11349 0.6 -0.1 0.7 -0.644
O -0.85284 -0.00341 -2.08905 0.0 0.2 0.0 -0.218
C 1.37691 -0.20450 -2.89821 -0.6 -0.2 -0.6 -0.225
C 2.20427 -0.41125 -4.01234 -0.5 -0.1 0.5 -0.009
C 3.56306 -0.44344 -3.81483 0.3 0.1 -0.2 -0.059
C 4.04779 -0.29115 -2.51676 -0.1 0.0 0.2 -0.055
C 3.13807 -0.09799 -1.48595 0.5 0.0 0.0 -0.143
N 1.81504 -0.04095 -1.65819 0.2 0.2 0.1 0.090
H 1.70332 -0.60480 -4.95696 0.2 0.2 0.1 0.124
H 4.23334 -0.56374 -4.66372 0.0 -0.1 0.2 0.110
H 5.10973 -0.33644 -2.28102 -0.2 0.0 -0.1 0.106
H 3.50337 0.03948 -0.47266 0.0 -0.1 -0.1 0.084
C -4.66492 3.49012 -0.97559 1.1 -0.8 0.6 0.012
C -3.62366 2.39199 -0.65792 -0.1 0.5 -0.3 -0.285
N -2.37079 2.58247 -0.53417 0.1 0.3 0.0 -0.033
O -2.04092 3.88919 -0.47985 0.5 1.7 0.0 -0.077
C -3.89352 0.96765 -0.54376 -1.4 -1.7 -0.9 -0.294
C -5.04319 0.32781 -1.32694 1.1 -0.5 0.7 -0.011
N -2.96008 0.30759 0.04987 0.3 0.7 0.5 -0.268
O -2.75465 -0.97919 0.17209 -0.3 0.1 -0.5 -0.277
H -4.16510 4.40875 -1.28413 0.0 -0.2 0.0 0.069
H -5.24695 3.71652 -0.08375 -0.1 0.0 0.0 0.080
H -5.32762 3.14443 -1.75680 -0.2 -0.1 -0.1 0.070
H -1.08109 3.86306 -0.65178 0.0 -0.1 0.0 0.047
H -6.02645 0.72104 -1.11345 -0.2 0.3 0.1 0.065
H -5.01093 -0.72046 -1.02894 -0.2 -0.1 -0.2 0.068
H -4.85212 0.37562 -2.40415 0.0 0.1 0.1 0.086
F 0.25428 0.62255 4.24818 0.3 0.1 0.0 0.154
B -0.69221 -0.36826 4.13955 -0.4 -0.1 -0.5 -1.216
F -0.25453 -1.58760 4.61568 0.0 0.0 -0.1 0.146
F -1.90859 -0.00227 4.66380 0.0 0.0 0.1 0.162
F -0.94067 -0.55079 2.62560 0.2 0.1 0.6 -0.148
C -1.56907 -3.46079 1.64020 0.4 -0.3 0.1 -0.007
N -0.72640 -4.15139 0.65348 -0.4 -0.3 0.5 -0.045
C -0.71550 -5.61039 0.78468 0.4 -0.1 -0.3 -0.153
C -0.30857 -6.27806 -0.51155 0.7 0.4 -0.2 -0.148
C 0.97366 -5.60382 -1.00645 -0.2 -0.3 0.6 -0.155
N 0.80742 -4.16731 -1.09181 0.0 0.2 -0.1 -0.071
C 1.66038 -3.45155 -2.01626 -0.1 0.5 0.0 -0.015
C 0.05550 -3.45517 -0.20385 -0.3 0.5 0.3 -0.442
O 0.08688 -2.19483 -0.18022 0.2 -0.9 -0.1 -0.146
H -2.48350 -4.03702 1.74722 -0.1 0.0 0.0 0.095
H -1.81443 -2.46859 1.30774 -0.1 0.2 -0.1 0.035
H -1.08475 -3.39912 2.62196 0.0 -0.1 -0.1 0.095
H -1.70727 -5.95517 1.06132 -0.2 0.2 0.1 0.118
H -0.02211 -5.93266 1.57666 -0.1 0.2 0.0 0.131
H -1.07802 -6.15872 -1.26006 -0.3 0.0 -0.2 0.118
H -0.11363 -7.34369 -0.37294 -0.1 0.1 0.1 0.119
H 1.25749 -5.97597 -1.98685 0.0 0.0 -0.1 0.118
H 1.78491 -5.85332 -0.29868 0.0 0.0 -0.2 0.130
H 1.81958 -4.03729 -2.91873 -0.1 -0.1 0.0 0.096
H 2.63730 -3.21361 -1.59452 0.2 0.0 0.2 0.094
H 1.18938 -2.50398 -2.27724 0.0 -0.3 0.0 0.070
```
Positions in Å, forces in eV/Å.


Density functional theory data (ωB97M-V/def2-TZVPD) for 3 unconnected molecules or ions with the total composition C10H17N2O13S4.

Properties
E_HOMO: -4.7 eV
Total charge: -1
Total energy: -83582.057 eV

```
46
Properties=species:S:1:pos:R:3:forces:R:3:lowdin_charge:R:1
O 0.77737 -1.71762 3.24235 -1.6 2.3 -0.2 -0.358
S -0.01098 -0.66864 3.88750 3.2 -0.6 3.9 0.441
O 0.56056 0.66286 3.65862 -1.3 0.2 -1.1 -0.352
O -0.05256 -0.91708 5.33985 -1.1 0.0 -1.1 -0.373
O -1.58800 -0.72512 3.42778 1.0 0.9 -0.5 -0.235
C -1.90829 0.25596 2.43870 -1.3 -0.4 -1.2 -0.244
C -1.51033 -0.16214 0.98707 0.2 1.5 0.4 -0.156
C -0.08479 0.33544 0.58279 -0.2 0.0 -1.5 -0.234
C 0.05160 1.88411 0.73222 0.1 0.0 1.5 -0.448
S 1.15668 2.68637 -0.51334 -0.2 0.3 -0.2 0.926
C 1.54137 4.26399 0.23488 -0.6 -1.7 -0.3 -0.686
N 1.07767 5.45091 -0.00181 0.8 -0.8 0.6 0.053
N 1.73492 6.24498 0.92388 0.3 1.2 0.5 0.018
C 2.51429 5.51325 1.63607 -0.5 -0.7 -0.6 -0.173
O 2.44699 4.20040 1.24021 0.1 1.1 0.4 0.018
H -1.56195 1.27322 2.68815 0.2 -0.6 0.1 0.106
H -3.01740 0.31521 2.42249 0.5 -0.2 0.3 0.119
H -1.62653 -1.24541 0.83944 0.1 0.4 0.2 0.096
H -2.23254 0.38281 0.32831 0.6 -0.6 0.5 0.083
H 0.72634 -0.21748 1.08459 -0.4 0.5 0.1 0.103
H 0.02692 0.10751 -0.50266 0.0 0.0 0.5 0.080
H -0.92396 2.40220 0.72938 0.4 -0.3 -0.4 0.084
H 0.50090 2.07052 1.72656 -0.2 -0.1 -0.4 0.065
H 3.15421 5.79939 2.46784 -0.2 -0.2 -0.4 0.132
C -1.38913 2.17864 -4.45107 0.3 0.5 0.2 -0.167
C -0.37600 1.09919 -4.12619 0.0 -0.2 -0.5 -0.169
O -0.79195 0.57878 -2.86216 -0.2 0.4 -0.1 -0.208
S -2.38799 0.65918 -2.75613 0.3 0.2 0.1 0.608
O -2.91731 -0.61080 -3.09992 -0.3 0.1 0.1 -0.212
O -2.71071 1.33335 -1.54896 -0.2 -0.2 -0.4 -0.216
O -2.64221 1.66096 -3.99162 0.2 -0.4 0.0 -0.188
H -1.17733 3.09837 -3.90097 0.1 0.0 0.0 0.135
H -1.43520 2.39629 -5.51609 -0.2 -0.1 0.0 0.131
H 0.63897 1.48503 -4.06608 0.0 0.0 0.3 0.134
H -0.41335 0.28616 -4.85629 0.0 0.1 0.0 0.131
C 2.22243 -4.66834 -0.45396 0.3 -0.2 0.2 -0.185
C 1.18466 -5.77132 -0.36021 -0.3 0.1 -0.4 -0.194
O 0.50395 -5.53050 0.86624 0.3 0.1 -0.1 -0.196
S 0.46123 -3.92685 1.15395 0.2 0.1 0.3 0.634
O -0.79319 -3.43393 0.70594 0.1 0.0 -0.1 -0.218
O 0.96303 -3.67901 2.44193 0.1 -2.2 -0.8 -0.218
O 1.58007 -3.50564 0.06077 -0.4 -0.3 -0.2 -0.186
H 3.09090 -4.88567 0.17352 0.0 -0.1 0.0 0.131
H 2.54965 -4.49714 -1.47812 -0.1 0.2 0.0 0.128
H 1.62975 -6.76449 -0.36116 -0.1 0.0 0.2 0.128
H 0.45725 -5.69791 -1.17426 0.1 0.0 -0.1 0.128
```
Positions in Å, forces in eV/Å.


Density functional theory data (ωB97M-V/def2-TZVPD) for a molecular structure, C32H33FeIN4P.

Properties
Spin multiplicity: 6
E_HOMO (spin up / spin down): -14.0 / -14.1 eV
Total charge: +2
⟨S²⟩: 8.77
Total energy: -91445.432 eV

```
72
Properties=species:S:1:pos:R:3:forces:R:3:lowdin_charge:R:1
Fe -0.33946 -0.55993 0.51545 0.9 1.2 -0.3 0.513
C -0.94727 2.36440 -1.14414 -0.3 0.1 -0.3 -0.162
C -2.14537 1.49034 -1.48236 0.0 0.0 0.1 -0.128
C -1.69723 0.27372 -2.23075 -0.3 0.0 -0.1 -0.274
C -2.24530 -0.04238 -3.46661 0.1 0.0 0.0 0.022
C -1.76681 -1.13026 -4.17587 0.0 -0.1 0.0 -0.002
C -0.72172 -1.87017 -3.64176 0.0 0.1 0.0 -0.029
C -0.23565 -1.50877 -2.40361 0.1 0.0 -0.1 -0.131
N -0.71406 -0.47230 -1.70054 0.1 -0.4 0.8 0.029
N -0.17856 1.86138 0.01833 0.1 -0.6 0.3 -0.174
C 1.25382 2.10660 -0.22304 0.2 0.1 -0.1 -0.111
C 2.22757 1.27109 0.55584 0.2 0.2 0.1 -0.258
C 3.44884 1.80245 0.94416 0.0 0.0 0.0 0.017
C 4.38482 0.97749 1.54744 -0.1 0.0 0.0 -0.008
C 4.06173 -0.35411 1.76465 0.0 0.1 0.0 -0.013
C 2.81644 -0.79858 1.36350 0.1 0.0 0.1 -0.139
N 1.92679 -0.00873 0.75648 -0.6 -0.7 -0.4 0.032
C -0.68026 2.55008 1.21762 -0.1 0.2 0.2 -0.115
C -0.55510 1.80204 2.51146 -0.1 0.0 0.2 -0.284
C -1.08052 2.34226 3.68036 0.1 0.0 0.0 0.013
C -1.01946 1.60094 4.84471 0.0 0.1 0.0 -0.008
C -0.36959 0.37083 4.83346 0.1 0.0 0.0 -0.019
C 0.14217 -0.08117 3.63706 0.0 0.0 0.1 -0.134
N 0.01367 0.60624 2.49458 -0.4 -0.5 -0.4 -0.015
H -1.28740 3.38606 -0.95559 0.1 0.0 0.0 0.138
H -0.29597 2.40333 -2.01550 0.0 0.0 0.0 0.130
H -2.83757 2.05568 -2.10454 0.0 0.0 0.0 0.132
H -2.68034 1.21099 -0.57058 0.0 0.0 -0.1 0.045
H -3.04584 0.56810 -3.86057 0.0 0.0 0.0 0.130
H -2.19920 -1.39709 -5.13092 0.0 0.0 0.0 0.129
H -0.29275 -2.70626 -4.17531 0.0 0.0 0.0 0.125
H 0.57856 -2.06122 -1.94897 0.0 0.0 0.0 0.079
H 1.49272 3.16532 -0.07284 0.0 0.0 -0.1 0.142
H 1.44996 1.87335 -1.27145 0.0 0.1 0.0 0.137
H 3.66718 2.84650 0.76440 0.0 0.0 0.0 0.129
H 5.34873 1.36847 1.84385 0.0 0.0 0.0 0.128
H 4.76002 -1.03192 2.23417 0.0 0.0 0.0 0.124
H 2.51781 -1.82858 1.52208 0.1 0.1 0.0 0.084
H -1.74310 2.75540 1.07742 0.0 0.0 -0.1 0.137
H -0.18327 3.52233 1.33340 -0.1 0.0 -0.1 0.151
H -1.54702 3.31876 3.65983 0.0 0.0 0.0 0.134
H -1.47731 1.97437 5.75082 0.1 0.0 0.0 0.128
H -0.27467 -0.21907 5.73362 0.0 0.0 0.0 0.123
H 0.67799 -1.02168 3.56545 -0.1 0.0 0.0 0.101
I -2.68394 -0.95720 1.35421 -0.1 0.0 0.0 0.577
C 0.10381 -3.66897 2.47838 0.0 0.3 -0.1 -0.235
P 0.06187 -3.14978 0.72379 -0.2 -0.5 0.0 0.931
C 1.47357 -4.03795 -0.01652 0.0 0.4 0.0 -0.382
C 2.49292 -3.35200 -0.67074 -0.1 0.0 -0.1 -0.130
C 3.52808 -4.05035 -1.27708 0.1 0.0 0.0 -0.056
C 3.54355 -5.43552 -1.23794 -0.1 0.0 0.0 -0.046
C 2.52322 -6.12315 -0.59029 0.0 -0.1 0.0 -0.044
C 1.49249 -5.43368 0.02289 0.0 0.1 0.0 -0.075
C -1.34150 -4.09161 0.03161 0.0 0.2 -0.1 -0.409
C -2.41216 -4.50896 0.81760 0.1 0.0 0.1 -0.140
C -3.43486 -5.26074 0.26072 -0.1 0.0 0.0 -0.052
C -3.42087 -5.56441 -1.09284 0.0 0.0 0.0 -0.048
C -2.36062 -5.14489 -1.88502 -0.1 0.0 0.0 -0.053
C -1.32266 -4.42052 -1.32528 0.0 0.0 0.1 -0.104
H -0.02195 -4.74884 2.53433 0.0 0.0 0.0 0.063
H -0.68743 -3.17793 3.04520 0.0 0.0 0.0 0.031
H 1.06866 -3.40529 2.91279 0.0 0.0 0.0 0.048
H 2.47501 -2.26805 -0.71973 0.0 -0.1 -0.1 0.076
H 4.32101 -3.51425 -1.78182 0.0 0.0 0.0 0.115
H 4.34103 -5.98081 -1.72397 0.0 0.0 0.0 0.119
H 2.52950 -7.20475 -0.56681 0.0 0.0 0.0 0.120
H 0.69702 -5.98046 0.51315 0.0 0.0 0.0 0.117
H -2.45379 -4.26342 1.87152 0.0 0.0 0.0 0.088
H -4.24608 -5.60850 0.88599 0.0 0.0 0.0 0.118
H -4.23322 -6.12852 -1.53072 0.0 0.0 0.0 0.118
H -2.33882 -5.38757 -2.93936 0.0 0.0 0.0 0.115
H -0.47481 -4.14333 -1.93643 0.0 -0.1 0.0 0.090
```
Positions in Å, forces in eV/Å.


Look up the total energy of the first one. -77034.616 eV


Which of these has the lowest total charge? C10H17N2O13S4


Among the records above, which one has the lowest total charge? C10H17N2O13S4